ORCA calculation (ωB97M-V/def2-TZVPD) on 7 unconnected molecules or ions with the total composition C60H127F3N5O5 at a distorted geometry.

```
200
Properties=species:S:1:pos:R:3:forces:R:3
O -0.670426 0.435894 0.961988 1.4 -0.5 1.1
C 0.131915 1.146656 0.081311 1.7 2.4 0.7
O -0.457103 1.377513 -0.951540 -2.1 0.0 -3.7
O 1.244765 1.681423 0.346624 -0.4 -1.7 1.7
H -1.378079 0.247029 0.341373 -0.6 -0.2 0.2
C -2.168440 1.256272 5.126311 0.2 -1.5 0.6
C -1.251776 0.330530 5.978133 1.1 -0.3 0.1
C 0.063010 -0.203742 5.363995 -0.7 1.7 -1.6
C -0.256953 -0.945451 4.101684 0.7 -3.4 -0.2
N 0.991355 -1.743011 3.572722 2.6 0.4 -0.6
C 2.130976 -0.748837 3.161015 -0.8 0.2 0.0
C 2.902821 -1.471268 2.083238 0.0 -0.6 0.6
C 1.829944 -2.098796 1.186611 0.8 0.5 0.7
C 0.724685 -2.495483 2.214993 0.0 0.8 0.3
C 1.639470 -2.706942 4.651665 -1.7 0.8 0.4
C 0.649498 -3.635148 5.335762 0.0 0.2 0.5
C 1.339702 -4.331379 6.492250 0.5 -1.5 -0.2
H -2.697313 0.654380 4.387318 0.0 -0.1 0.0
H -1.672221 2.050685 4.568846 0.2 0.2 0.4
H -2.929549 1.587830 5.832620 0.0 0.6 -0.3
H -1.783979 -0.565696 6.296920 -0.5 0.2 0.0
H -0.871741 0.804684 6.883034 -0.6 0.4 0.2
H 0.690648 -0.742232 6.074075 -0.4 -0.1 0.0
H 0.614361 0.667916 5.011384 0.5 0.3 0.4
H -0.698043 -0.461212 3.230446 0.4 0.5 0.2
H -0.919050 -1.788371 4.299693 -0.6 0.2 0.0
H 2.781409 -0.451103 3.983447 -0.3 -0.3 0.3
H 1.624626 0.156599 2.826519 0.0 -0.1 -0.4
H 3.443284 -2.243960 2.629995 0.4 -0.2 -0.3
H 3.628324 -0.853185 1.554358 -0.2 0.1 0.1
H 2.228513 -2.937165 0.615316 -0.2 -0.3 0.3
H 1.663585 -1.313394 0.449339 -1.2 -0.1 0.1
H 0.795784 -3.553546 2.467083 -0.3 0.1 -0.2
H -0.276507 -2.183031 1.918220 -0.1 -0.4 0.0
H 2.006798 -2.065784 5.452973 0.3 0.2 -0.4
H 2.467347 -3.317373 4.290999 -0.1 0.4 -0.7
H 0.248090 -4.380827 4.649512 -0.2 0.1 0.0
H -0.151226 -3.128027 5.874068 -0.4 0.4 -0.8
H 2.219171 -4.879874 6.154893 0.3 0.1 0.0
H 0.678866 -5.130007 6.829280 -0.1 0.2 0.3
H 1.635230 -3.724025 7.347751 -0.2 0.3 -0.2
C 9.627441 2.256310 1.885237 3.3 2.3 3.0
C 8.741384 1.333186 1.274894 -1.7 -2.4 -2.4
C 7.652513 2.064928 0.414215 0.4 -0.4 0.0
C 6.590262 1.191973 -0.276854 0.9 2.4 -0.5
N 5.350391 2.033478 -0.814930 -0.5 -0.9 0.2
C 4.592615 2.794022 0.335336 0.4 1.2 -1.5
C 4.824297 4.345408 0.067455 1.9 -1.8 1.2
C 5.565063 4.522652 -1.280465 -0.7 1.2 1.4
C 5.708578 3.167677 -1.877690 -0.2 -1.1 -0.6
C 4.452154 0.916636 -1.487770 0.3 1.0 -0.3
C 4.994712 0.274744 -2.847307 0.1 0.5 2.1
C 4.203760 -0.992890 -3.150252 0.2 0.4 -0.9
H 10.238502 2.930001 1.284525 -0.8 0.3 -0.7
H 10.477003 1.810121 2.402209 0.0 -1.0 0.0
H 9.248976 2.815827 2.740688 -0.7 0.4 -0.3
H 8.351270 0.577653 1.956866 -0.7 0.5 0.5
H 9.362736 0.648370 0.697794 -0.1 0.1 -0.9
H 8.165326 2.550801 -0.415873 0.2 0.6 0.4
H 7.222697 2.799517 1.095196 -0.2 0.2 -0.2
H 6.396157 0.385469 0.430236 -1.1 -0.1 -0.6
H 7.042790 0.927364 -1.232521 -0.1 -0.9 0.4
H 3.516092 2.630570 0.285549 0.1 -0.7 -0.1
H 5.050932 2.493982 1.277681 -0.3 -0.2 -0.1
H 3.918904 4.939307 0.192587 -0.1 -0.2 -0.3
H 5.559242 4.612218 0.826907 -0.2 0.5 0.4
H 4.868285 5.207436 -1.763857 0.0 -0.5 -1.2
H 6.475546 5.117975 -1.211792 0.2 -0.4 0.4
H 5.002937 3.205837 -2.707574 -0.7 -1.1 0.2
H 6.627331 2.888595 -2.393539 0.4 0.2 0.6
H 3.478978 1.402675 -1.556960 -0.1 0.2 -0.8
H 4.225078 0.180666 -0.716476 0.7 -0.3 0.0
H 6.022045 -0.076081 -2.749289 0.1 0.1 0.5
H 5.096693 1.025151 -3.631260 -0.8 -0.1 -0.1
H 4.521407 -1.315817 -4.141677 -0.2 -0.2 -0.1
H 3.125248 -0.838657 -3.183776 0.0 -0.1 0.2
H 4.486494 -1.797755 -2.471760 -0.2 0.1 0.2
C 1.736225 3.307279 5.782742 -0.2 -0.4 -0.5
C 2.046404 3.520894 4.286995 -0.8 -0.3 1.3
C 1.115715 4.594758 3.727043 0.7 -0.8 -1.1
C 0.820672 4.266502 2.268574 -1.1 0.8 -1.0
N -0.222812 5.243642 1.749669 -0.6 1.3 -1.1
C -1.571552 5.000064 2.464936 -1.7 0.4 -0.4
C -2.728960 5.319303 1.440938 1.5 -0.1 0.1
C -2.115574 4.783899 0.164724 0.0 0.4 -0.6
C -0.574609 4.987314 0.230118 -0.6 -0.7 0.1
C 0.255374 6.748465 1.914854 -0.5 -2.1 -0.1
C 1.578591 7.016899 1.176333 0.1 0.7 -0.1
C 1.773932 8.536636 1.038532 0.4 1.2 0.5
H 2.444587 2.668479 6.310245 0.3 0.3 -0.1
H 0.805706 2.740285 5.810137 -0.3 0.3 0.3
H 1.607583 4.260766 6.295014 0.1 -0.1 0.2
H 1.773828 2.593329 3.783586 0.7 -0.2 -0.2
H 3.092042 3.811296 4.185008 0.0 -0.2 -0.5
H 1.706471 5.509526 3.775191 -0.5 0.3 0.1
H 0.150988 4.675090 4.227981 0.3 0.0 0.5
H 0.289633 3.366084 1.959792 0.6 -0.8 1.0
H 1.682655 4.281658 1.601591 0.1 0.3 0.0
H -1.829429 5.580018 3.351081 1.1 0.3 0.1
H -1.629897 3.956088 2.772850 0.3 -0.1 -0.3
H -2.926929 6.388851 1.370409 0.3 0.1 0.1
H -3.704694 4.876784 1.641501 0.3 -0.3 0.4
H -2.578926 5.277055 -0.689796 0.3 0.1 -0.2
H -2.360190 3.726722 0.061531 0.3 -0.1 0.1
H -0.130599 5.709600 -0.454903 -0.4 0.8 0.6
H -0.114970 4.093312 -0.191291 0.4 -0.5 0.9
H 0.386739 6.827246 2.994036 0.0 0.4 -0.2
H -0.651724 7.284181 1.635067 0.5 0.5 -0.3
H 1.702941 6.568951 0.190444 -0.8 -0.1 -0.3
H 2.387133 6.487335 1.680234 0.1 0.4 0.6
H 2.718285 9.025390 0.798918 0.8 -1.4 -0.9
H 1.738745 9.113745 1.962552 -1.2 -0.4 0.6
H 1.107269 9.002151 0.312605 -0.4 -0.3 0.2
C -4.685232 4.224963 -8.139067 0.9 -0.8 -0.2
C -4.006178 2.942519 -7.569134 -0.2 0.3 -0.3
C -4.029480 2.912633 -6.031271 -0.3 -1.8 1.1
C -3.645639 1.489464 -5.388363 0.6 0.3 -0.8
N -2.787077 1.484719 -4.107907 0.9 0.7 0.2
C -3.235424 2.562993 -2.995480 -0.7 0.1 -2.9
C -4.063024 1.811503 -1.966672 0.7 0.0 0.0
C -4.068508 0.345854 -2.417717 0.9 -1.0 0.1
C -2.828364 0.214161 -3.277446 0.3 0.6 -0.2
C -1.292561 1.729751 -4.493442 -0.6 -0.4 0.5
C -0.554445 0.549186 -5.176594 -0.8 0.8 0.7
C 0.906086 0.942338 -5.255335 0.9 -0.3 0.1
H -4.518921 4.361445 -9.207630 0.4 -0.3 -0.1
H -4.219900 5.085691 -7.658745 -0.7 0.3 0.1
H -5.768608 4.108669 -8.109542 0.0 0.5 0.8
H -3.003609 2.776762 -7.963446 0.2 0.4 0.1
H -4.567263 2.110060 -7.993725 -0.1 -0.3 0.4
H -5.061335 3.047194 -5.706832 -0.1 0.3 -0.1
H -3.474881 3.677201 -5.487251 0.3 0.3 -0.7
H -3.022474 0.911521 -6.070819 0.1 0.3 -0.2
H -4.530517 0.855572 -5.331251 -0.1 0.2 0.8
H -2.410806 3.222743 -2.725573 0.5 -0.9 0.5
H -3.859513 3.255030 -3.560897 -0.2 -0.2 0.0
H -3.502576 1.941760 -1.040910 -0.6 -0.2 0.4
H -5.059071 2.254071 -1.955425 0.1 -0.2 0.5
H -3.815424 -0.387142 -1.651700 -0.7 0.2 0.7
H -4.986742 0.000271 -2.892599 0.0 0.3 -0.1
H -1.929442 0.269844 -2.663488 -0.1 0.6 0.6
H -2.581635 -0.734482 -3.754197 -1.0 0.2 -1.0
H -0.840863 1.857879 -3.509747 0.2 0.3 -0.1
H -1.223032 2.661438 -5.054873 -0.2 -0.1 0.0
H -1.023103 0.258109 -6.116664 0.2 0.0 -0.1
H -0.617078 -0.281295 -4.473396 0.0 -0.2 -0.2
H 1.563416 0.106985 -5.496605 -0.3 -0.3 -0.3
H 1.247583 1.210317 -4.255514 -0.1 0.4 0.1
H 1.180934 1.739351 -5.946233 -0.4 0.1 0.0
C -1.379257 -3.007446 -1.553900 -0.6 0.3 0.2
C -2.072597 -4.137926 -0.777642 1.0 0.3 0.3
C -2.036552 -5.406969 -1.564552 0.1 -0.2 -1.2
C -2.603161 -6.548054 -0.767932 0.8 -0.2 0.6
N -2.449511 -7.960968 -1.352951 -1.3 0.1 0.1
C -3.037457 -9.008966 -0.311652 0.5 0.0 -1.0
C -2.398419 -10.323722 -0.760623 -1.3 0.0 0.9
C -1.079181 -9.952310 -1.308961 1.9 -1.2 -1.2
C -1.011149 -8.477028 -1.484598 0.3 2.0 0.3
C -3.267557 -7.950122 -2.697291 1.2 -0.5 -0.5
C -2.402899 -7.595704 -3.959372 -0.2 -0.2 0.2
C -3.162662 -7.310569 -5.264084 -0.9 0.0 0.2
H -1.147067 -2.191871 -0.869043 0.1 0.1 -0.1
H -1.981089 -2.592814 -2.362591 -0.3 0.0 0.0
H -0.464138 -3.328709 -2.051342 0.2 -0.2 0.3
H -3.072897 -3.922357 -0.402103 0.1 0.3 -0.1
H -1.429797 -4.347982 0.077222 -0.2 0.3 0.5
H -0.984222 -5.580412 -1.789549 0.1 -0.3 -0.2
H -2.528128 -5.214618 -2.518208 -0.3 -0.3 -0.1
H -3.630984 -6.318470 -0.486903 -0.3 -0.6 -0.3
H -2.058156 -6.528233 0.175826 0.1 -0.4 0.1
H -4.124984 -9.082258 -0.308503 0.1 0.6 -0.3
H -2.688695 -8.712077 0.677450 0.0 0.2 -0.2
H -3.025951 -10.828204 -1.495328 0.0 0.0 0.1
H -2.236847 -10.976093 0.097528 -0.5 -0.1 -0.1
H -0.889666 -10.448445 -2.260810 -0.2 0.0 -0.1
H -0.289341 -10.361682 -0.679137 0.2 0.5 0.1
H -0.483379 -8.108424 -2.364187 -0.7 -0.3 -0.5
H -0.418643 -7.950974 -0.736068 -0.4 -0.2 0.7
H -4.063217 -7.227601 -2.515658 0.0 -0.1 -0.2
H -3.685792 -8.944572 -2.852995 -0.1 0.0 0.3
H -1.753189 -8.403858 -4.295320 0.2 -0.3 0.9
H -1.757771 -6.755206 -3.703470 -0.1 0.0 -0.2
H -3.507905 -8.188283 -5.810464 0.4 -0.4 0.3
H -2.496465 -6.776430 -5.941564 -0.3 0.2 0.1
H -4.115745 -6.806882 -5.102756 0.2 0.7 0.0
C -4.216746 -2.371279 2.162395 4.7 2.2 1.1
O -4.844922 -1.122019 2.457221 -0.7 1.7 -0.3
O -3.103960 -2.580786 3.016502 -2.7 -0.7 -1.7
C -5.389335 -3.313890 1.887981 1.4 -1.1 2.4
F -5.009969 -4.597546 1.596724 0.6 -0.2 0.1
F -6.213921 -3.403711 2.926232 -0.4 -0.1 0.5
F -6.071744 -2.950069 0.862189 -1.5 1.2 -2.3
C -4.293393 0.191004 1.927517 -1.4 -2.2 2.2
C -5.352127 1.121833 2.573072 0.4 -0.1 -0.1
H -5.070809 2.152466 2.789299 0.3 0.2 -0.5
H -6.311785 1.097223 2.056771 0.2 0.0 -0.2
H -5.537145 0.701436 3.561576 0.0 -0.1 -0.1
H -4.195607 0.136968 0.843260 -0.4 0.2 -0.2
H -3.299551 0.327991 2.353666 0.1 0.1 0.0
H -3.796068 -2.109942 1.191397 0.1 -0.8 -1.3
```
Positions in Å, forces in eV/Å.

Its expectation value of S² is 0.75. The LUMO energy (alpha / beta) is -3.382 / -3.454 eV. As for the molecular weight: 1055.70 g/mol. As for the HOMO-LUMO gap (alpha / beta): 0.0623 / 0.2220 Eh. The net charge is +2. Its spin multiplicity is 2.

Löwdin population analysis, charges in e, atoms 1 to 4: number 1, O, carries 0.032; number 2, C, carries -0.840; number 3, O, carries -0.034; number 4, O, carries -0.068